No. 1
Density functional theory data (ωB97M-V/def2-TZVPD) for CrH14O7 as an isolated structure.

## Properties
**Energy above the lowest of the compared OMol25 structures with the same formula, charge and spin**: 12.0 kcal/mol
**Spin multiplicity**: 4
**Orbital gap (alpha / beta)**: 9.16 / 10.49 eV
**Total charge**: +3
**E_HOMO (alpha / beta)**: -0.893 / -0.893 Ha
**<S²>**: 3.763

XYZ file:
```
22
CrH14O7, DFT ωB97M-V/def2-TZVPD
Cr 0.0261 0.1328 -0.0435
O -1.1290 -1.8160 -0.0622
H -1.6205 -2.2083 0.6826
H -1.3982 -2.3253 -0.8501
O 1.9137 1.0179 -0.3803
H 2.5010 0.9217 -1.1573
H 2.2790 1.7667 0.1322
O 1.3759 -1.3734 0.4857
H 2.2885 -1.5738 0.1973
H 1.2085 -1.9572 1.2509
O -0.6161 -0.1505 1.9739
H -1.4942 0.0831 2.3397
H -0.0299 -0.2343 2.7553
O -1.8486 0.6448 -0.7621
H -2.1142 1.0554 -1.6121
H -2.6216 0.7525 -0.1724
O 0.4545 -0.6457 -1.9976
H 0.9768 -1.4600 -2.1355
H 0.3396 -0.2482 -2.8860
O -0.2113 2.1523 0.6684
H -0.0218 2.5650 1.5355
H -0.2582 2.9003 0.0376
```

Charges computed using Löwdin, reported in e: 1.25, -0.04, 0.13, 0.14, -0.05, 0.14, 0.14, -0.04, 0.15, 0.14, -0.02, 0.15, 0.15, -0.03, 0.16, 0.15, -0.01, 0.14, 0.16, -0.07, 0.14, 0.14


No. 2
Density functional theory data (ωB97M-V/def2-TZVPD) for an isolated molecule of C21H21NO5.

## Properties
**Energy above the lowest of the compared OMol25 structures with the same formula, charge and spin**: 19.6 kcal/mol
**Orbital gap**: 8.64 eV
**Total charge**: 0
**E_HOMO**: -0.309 Ha
**SMILES**: COc1ccc2oc(C(=O)OCC(=O)N[C@@H](C)c3ccccc3)c(C)c2c1

XYZ file:
```
48
C21H21NO5, DFT ωB97M-V/def2-TZVPD
C 3.6054 5.7323 4.5864
O 4.2145 5.6564 3.3208
C 3.6579 4.8407 2.3819
C 4.3393 4.8204 1.1468
C 3.9140 4.0519 0.0907
C 2.7723 3.2827 0.2822
O 2.1719 2.4600 -0.5991
C 1.0896 1.9312 0.0428
C 0.2481 0.9804 -0.6740
O -0.7679 0.4858 -0.2322
O 0.7173 0.7191 -1.8999
C -0.0211 -0.2418 -2.6376
C -0.1375 -1.5530 -1.8371
O 0.8436 -2.1072 -1.3957
N -1.3921 -2.0241 -1.7215
C -1.7060 -3.1684 -0.8820
C -2.4859 -2.7103 0.3524
C -2.4722 -4.2101 -1.6627
C -2.0222 -5.5226 -1.7083
C -2.7277 -6.4868 -2.4070
C -3.8920 -6.1480 -3.0741
C -4.3475 -4.8412 -3.0368
C -3.6435 -3.8800 -2.3339
C 0.9760 2.3996 1.3310
C -0.0572 2.0605 2.3407
C 2.0779 3.2912 1.5066
C 2.5225 4.0777 2.5730
H 4.2125 6.4267 5.1648
H 2.5826 6.1170 4.5176
H 3.5948 4.7582 5.0861
H 5.2192 5.4374 1.0602
H 4.4404 4.0396 -0.8494
H 0.5611 -0.4173 -3.5438
H -1.0084 0.1610 -2.8887
H -2.1662 -1.4314 -1.9750
H -0.7393 -3.5784 -0.5724
H -1.9418 -1.9102 0.8483
H -3.4694 -2.3415 0.0691
H -2.6131 -3.5402 1.0424
H -1.1108 -5.7893 -1.1935
H -2.3659 -7.5041 -2.4330
H -4.4427 -6.8985 -3.6217
H -5.2554 -4.5701 -3.5557
H -4.0145 -2.8652 -2.3097
H -0.5862 2.9612 2.6506
H -0.7661 1.3521 1.9249
H 0.4129 1.6265 3.2224
H 1.9787 4.0701 3.5031
```

Charges computed using Löwdin, reported in e: -0.09, -0.09, -0.27, 0.01, 0.02, -0.20, 0.12, -0.10, -0.40, 0.12, 0.05, -0.06, -0.48, 0.09, 0.11, -0.31, -0.02, -0.19, -0.03, -0.08, -0.09, -0.08, -0.05, -0.12, -0.01, -0.10, 0.05, 0.09, 0.10, 0.10, 0.12, 0.12, 0.14, 0.13, 0.14, 0.14, 0.08, 0.08, 0.09, 0.11, 0.10, 0.10, 0.10, 0.11, 0.09, 0.07, 0.09, 0.11


No. 3
Density functional theory data (ωB97M-V/def2-TZVPD) for an isolated molecule of C8H13N3O.

## Properties
**Energy above the lowest of the compared OMol25 structures with the same formula, charge and spin**: 71.8 kcal/mol
**Spin multiplicity**: 3
**Orbital gap (alpha / beta)**: 7.82 / 6.57 eV
**Total charge**: 0
**E_HOMO (alpha / beta)**: -0.277 / -0.317 Ha
**<S²>**: 2.107

XYZ file:
```
25
C8H13N3O, DFT ωB97M-V/def2-TZVPD
C 1.3550 1.9888 0.8423
C 1.3114 1.0413 -0.1394
C 0.9258 1.4212 -1.3869
C -1.7545 -2.5879 -0.2153
C -1.6122 -0.4038 0.6552
C 1.5867 -0.3610 0.0922
C 0.5315 -1.3556 -0.3463
C -0.7918 -1.6919 0.4797
N 1.3494 3.2922 0.7815
N 0.5219 4.1824 0.4258
N 0.5463 2.2350 -2.2528
O 0.5779 0.7910 -2.5497
H 1.6608 1.5911 1.7892
H -2.5486 -3.0173 0.3921
H -1.4222 -3.5028 -0.6561
H -2.3493 -2.0973 -0.9437
H -1.3823 0.4131 1.3080
H -2.6370 -0.4968 0.9652
H -1.6705 0.2843 -0.1920
H 1.9033 -0.5558 1.2154
H 2.4773 -0.7004 -0.4271
H 0.9152 -2.3154 -0.4341
H 0.0918 -1.1473 -1.2864
H -0.4949 -2.1438 1.4468
H 0.9089 5.1367 0.4362
```

Charges computed using Löwdin, reported in e: -0.11, -0.20, -0.37, -0.11, -0.09, -0.14, -0.15, -0.37, -0.04, 0.08, 0.25, 0.00, 0.12, 0.09, 0.07, 0.07, 0.06, 0.07, 0.09, 0.17, 0.13, 0.09, 0.10, 0.14, 0.07


No. 4
Density functional theory data (ωB97M-V/def2-TZVPD) for a 2-piece molecular cluster, C3H9NO2S2 overall.

## Properties
**Energy above the lowest of the compared OMol25 structures with the same formula, charge and spin**: 32.3 kcal/mol
**Orbital gap**: 9.27 eV
**Total charge**: 0
**E_HOMO**: -0.328 Ha
**SMILES**: NC(=O)CCSS.O

XYZ file:
```
17
C3H9NO2S2, DFT ωB97M-V/def2-TZVPD
N 2.2664 1.0112 1.7229
C 1.4020 1.3445 0.6642
O 1.7162 2.3295 0.0025
C 0.1152 0.6781 0.3778
C 0.4285 0.2474 -1.0934
S -0.8982 -0.3827 -2.2291
S -1.3696 -2.1596 -1.3421
H 1.8631 0.5051 2.5261
H 2.9666 1.6953 1.9907
H -0.2303 -0.3414 0.9254
H -0.7820 1.3576 0.2836
H 1.2142 -0.6565 -0.9446
H 1.0822 0.9398 -1.5627
H -2.5609 -1.9726 -0.9014
O -0.8070 0.0690 4.2426
H -1.7032 -0.1808 4.2807
H -0.3768 -0.5545 4.8289
```

Charges computed using Löwdin, reported in e: 0.15, -0.56, 0.03, -0.17, -0.58, 0.41, 0.32, 0.10, 0.10, 0.14, 0.13, 0.12, 0.04, -0.24, -0.04, 0.01, 0.03